{"formula": "C62H88BrN7O2PSn", "method": "ωB97M-V/def2-TZVPD", "orbital_gap_ev": 5.5, "energy_ev": -165417.3759, "e_homo_ha": -0.14015, "charge": -1, "max_force_ev_per_a": 1.64, "symbols": ["Sn", "C", "C", "C", "C", "C", "C", "C", "N", "C", "C", "C", "C", "C", "C", "C", "C", "C", "C", "N", "C", "C", "C", "N", "C", "C", "C", "C", "C", "C", "C", "C", "C", "C", "C", "C", "C", "C", "N", "C", "C", "H", "H", "H", "H", "H", "H", "H", "H", "H", "H", "H", "H", "H", "H", "H", "H", "H", "H", "H", "H", "H", "H", "H", "H", "H", "H", "H", "H", "H", "H", "H", "H", "H", "H", "H", "H", "H", "H", "H", "H", "H", "H", "H", "H", "C", "C", "C", "C", "C", "C", "C", "Br", "C", "O", "C", "C", "C", "C", "C", "C", "H", "H", "H", "H", "H", "H", "H", "H", "H", "H", "H", "H", "H", "H", "H", "H", "H", "H", "H", "H", "O", "P", "N", "C", "C", "C", "C", "N", "C", "C", "C", "C", "N", "C", "C", "C", "C", "H", "H", "H", "H", "H", "H", "H", "H", "H", "H", "H", "H", "H", "H", "H", "H", "H", "H", "H", "H", "H", "H", "H", "H"], "xyz": [[-0.243, -0.953, 0.404], [4.578, 1.965, 4.045], [4.496, 1.233, 2.704], [3.410, 0.208, 2.628], [3.446, -1.117, 2.958], [4.516, -1.855, 3.692], [4.202, -1.859, 5.191], [2.164, -1.671, 2.578], [1.394, -0.697, 2.046], [2.080, 0.465, 2.118], [1.506, 1.727, 2.025], [0.133, 1.981, 2.001], [-0.486, 3.127, 2.628], [0.218, 4.312, 3.215], [0.706, 4.070, 4.647], [-1.827, 2.858, 2.671], [-2.020, 1.606, 1.960], [-3.256, 1.051, 1.639], [-3.513, -0.215, 1.125], [-2.588, -1.191, 1.050], [-3.221, -2.342, 0.733], [-2.680, -3.601, 0.955], [-1.467, -3.839, 1.595], [-0.440, -2.965, 1.693], [0.492, -3.514, 2.506], [1.729, -2.966, 2.824], [0.011, -4.791, 2.994], [-1.198, -5.007, 2.401], [-2.159, -6.125, 2.644], [-3.267, -5.690, 3.610], [0.638, -5.592, 4.087], [0.220, -5.037, 5.454], [-4.616, -2.072, 0.452], [-4.809, -0.752, 0.743], [-6.086, 0.013, 0.596], [-6.308, 0.400, -0.868], [-5.624, -3.049, -0.072], [-6.617, -3.516, 0.994], [-0.814, 1.103, 1.611], [-2.831, 3.545, 3.555], [-3.725, 4.594, 2.895], [5.384, 2.701, 4.022], [4.775, 1.267, 4.857], [3.646, 2.485, 4.260], [5.460, 0.757, 2.507], [4.336, 1.969, 1.912], [5.484, -1.378, 3.526], [4.582, -2.886, 3.337], [4.134, -0.838, 5.564], [4.976, -2.383, 5.750], [3.245, -2.343, 5.371], [2.158, 2.568, 2.224], [-0.466, 5.164, 3.218], [1.079, 4.576, 2.596], [-0.102, 3.694, 5.269], [1.094, 4.993, 5.080], [1.501, 3.329, 4.653], [-4.123, 1.668, 1.846], [-3.334, -4.450, 0.800], [2.422, -3.617, 3.343], [-1.631, -6.983, 3.068], [-2.607, -6.443, 1.699], [-2.840, -5.402, 4.571], [-3.981, -6.498, 3.779], [-3.793, -4.826, 3.207], [1.726, -5.567, 4.002], [0.320, -6.634, 4.006], [0.440, -3.974, 5.503], [0.744, -5.540, 6.266], [-0.850, -5.170, 5.601], [-6.055, 0.918, 1.210], [-6.930, -0.590, 0.936], [-5.392, 0.826, -1.266], [-7.117, 1.121, -0.972], [-6.564, -0.467, -1.469], [-5.111, -3.917, -0.495], [-6.176, -2.565, -0.884], [-6.104, -4.063, 1.779], [-7.371, -4.167, 0.554], [-7.120, -2.669, 1.451], [-2.288, 4.026, 4.372], [-3.479, 2.784, 3.998], [-3.136, 5.400, 2.459], [-4.397, 5.031, 3.633], [-4.326, 4.139, 2.113], [6.639, -3.762, -4.767], [5.609, -4.599, -4.005], [6.379, -5.546, -3.073], [4.828, -5.412, -5.049], [4.630, -3.768, -3.187], [3.592, -4.397, -2.509], [2.678, -3.651, -1.809], [1.249, -4.583, -0.936], [2.668, -2.235, -1.705], [1.712, -1.638, -1.111], [3.785, -1.616, -2.348], [4.688, -2.387, -3.066], [4.038, -0.108, -2.338], [3.090, 0.685, -1.436], [5.467, 0.149, -1.830], [3.887, 0.412, -3.779], [7.282, -4.425, -5.346], [7.266, -3.196, -4.083], [6.149, -3.078, -5.453], [7.072, -6.168, -3.641], [5.707, -6.196, -2.520], [6.954, -4.969, -2.352], [5.504, -6.022, -5.649], [4.294, -4.739, -5.716], [4.097, -6.069, -4.585], [3.474, -5.470, -2.530], [5.488, -1.870, -3.572], [3.153, 0.336, -0.409], [2.059, 0.575, -1.757], [3.353, 1.746, -1.457], [5.574, -0.260, -0.828], [5.681, 1.216, -1.793], [6.210, -0.321, -2.468], [2.888, 0.181, -4.145], [4.608, -0.064, -4.442], [4.037, 1.491, -3.825], [-2.153, 2.019, -1.325], [-2.090, 3.248, -2.113], [-3.351, 4.378, -1.884], [-4.638, 3.690, -1.943], [-5.610, 4.516, -1.089], [-4.733, 5.604, -0.459], [-3.326, 5.027, -0.577], [-0.787, 4.210, -1.703], [-0.546, 5.490, -2.332], [0.786, 5.306, -3.059], [1.566, 4.422, -2.083], [0.490, 3.575, -1.383], [-2.230, 2.912, -3.749], [-2.194, 1.537, -4.237], [-1.760, 1.665, -5.693], [-2.381, 2.998, -6.103], [-2.210, 3.858, -4.848], [-4.541, 2.680, -1.532], [-4.960, 3.606, -2.982], [-6.054, 3.886, -0.320], [-6.412, 4.940, -1.693], [-5.008, 5.826, 0.572], [-4.798, 6.523, -1.043], [-3.132, 4.292, 0.211], [-2.557, 5.799, -0.531], [-0.443, 6.269, -1.560], [-1.386, 5.750, -2.978], [1.281, 6.255, -3.269], [0.619, 4.776, -4.000], [2.081, 5.046, -1.354], [2.303, 3.802, -2.588], [0.644, 3.564, -0.299], [0.490, 2.537, -1.721], [-3.195, 1.089, -4.178], [-1.521, 0.931, -3.631], [-2.119, 0.838, -6.302], [-0.672, 1.711, -5.763], [-3.441, 2.861, -6.320], [-1.899, 3.448, -6.972], [-3.010, 4.597, -4.742], [-1.252, 4.391, -4.900]], "mulliken_charge": [0.94, -0.83, -1.37, 1.11, 0.41, -1.11, -1.00, -0.14, 0.10, 0.00, -0.88, -0.78, 0.80, -1.41, -1.15, 1.06, 0.07, -0.44, -0.55, -0.16, -0.51, -1.08, 0.21, 0.42, 0.38, -0.69, 0.56, 0.32, -1.22, -0.85, -1.25, -1.00, 0.70, 1.03, -0.89, -0.90, -0.98, -0.98, 0.57, -1.33, -0.78, 0.42, 0.26, -0.07, 0.59, 0.29, 0.41, 0.44, 0.23, 0.41, 0.17, 0.66, 0.40, 0.42, 0.31, 0.43, 0.05, 0.11, 0.33, 0.29, 0.37, 0.33, 0.18, 0.39, 0.14, 0.38, 0.46, 0.25, 0.40, 0.20, 0.42, 0.22, 0.03, 0.42, 0.31, 0.43, 0.29, 0.18, 0.38, 0.27, 0.37, 0.37, 0.25, 0.53, -0.09, -2.11, 2.05, -1.71, -1.70, -0.18, -0.40, -0.25, -0.21, 0.39, 0.13, -0.42, -0.83, 3.09, -2.41, -2.04, -1.93, 0.46, 0.38, 0.39, 0.45, 0.33, 0.37, 0.45, 0.38, 0.32, 0.41, 0.18, 0.10, 0.19, 0.64, 0.37, 0.49, 0.39, 0.39, 0.35, 0.45, -0.11, -1.33, 0.02, -0.32, -0.62, -0.83, 0.32, 0.95, -0.97, -0.80, -0.42, 0.07, 0.86, -0.42, -0.74, -0.68, -0.30, -0.37, 0.51, 0.25, 0.34, 0.32, 0.42, -0.37, 0.16, 0.42, 0.57, 0.50, 0.17, 0.44, 0.13, -0.59, 0.35, 0.25, 0.26, 0.41, 0.25, 0.29, 0.40, 0.27, -0.07]}